Entry i
ORCA calculation (ωB97M-V/def2-TZVPD) on 2 unconnected molecules or ions with the total composition C3H9NOS.

Geometry as ORCA input:
```
! RIJCOSX wB97M-V def2-TZVPD def2/J DEFGRID3
* xyz 0 1
C -0.9761 0.9541 -0.3996
O -2.3113 0.5387 -0.0865
C 0.0377 -0.0654 -0.0035
C 0.4658 -0.1493 1.5380
S 2.0383 -2.9100 -1.0424
N 1.1730 0.0343 -0.8881
H -0.8998 1.1768 -1.4643
H -0.8283 1.9419 0.1568
H -3.0976 0.5285 -0.7500
H -0.4129 -0.9685 -0.1503
H 1.0080 0.7130 1.9656
H 1.1963 -0.9658 1.6058
H -0.3663 -0.3988 2.2450
H 1.3292 0.5008 -1.7456
H 1.6439 -0.9302 -0.9808
*
```

**Kohn-Sham gap**: 5.0 eV
**LUMO energy**: -3.9 eV

***

Entry ii
ORCA calculation (ωB97M-V/def2-TZVPD) on a single C3H9NOS molecule.

Geometry as ORCA input:
```
! RIJCOSX wB97M-V def2-TZVPD def2/J DEFGRID3
* xyz 0 1
C 0.8607 -1.5462 0.7694
O 0.0526 -2.7135 0.9164
C -0.0883 -0.3972 0.1161
C 0.6986 0.9597 0.1504
S 0.0104 2.0909 -1.2490
N -1.4120 -0.1994 0.5784
H 1.0976 -1.1690 1.7563
H 1.6542 -1.7472 0.1293
H 0.3567 -3.4535 0.3003
H -0.0453 -0.7453 -1.0876
H 1.7365 0.8195 -0.1167
H 0.5093 1.4924 1.0969
H -1.1845 1.4603 -1.2438
H -1.4850 -0.4393 1.5959
H -2.1694 -0.6651 -0.0423
*
```

**Structure (SMILES)**: N[C@H](CO)CS
**Kohn-Sham gap**: 9.4 eV
**LUMO energy**: 0.7 eV

***

Most stable: entry ii

***

Entry i
ORCA calculation (ωB97M-V/def2-TZVPD) on a gas-phase ion, C3H6IN2O (charge +1).

Geometry as ORCA input:
```
! RIJCOSX wB97M-V def2-TZVPD def2/J DEFGRID3
* xyz 1 1
C -0.4766 0.7031 -0.3981
C 1.0643 -0.9145 0.2151
C -0.0776 -0.7005 1.2080
N 0.6871 0.0516 -0.7952
N -1.0530 1.6700 -1.1327
O -0.9219 0.3481 0.7287
I -1.2455 -2.5466 1.5547
H 1.8917 -0.4738 0.5942
H 1.1620 -2.0134 0.0936
H 0.3468 -0.4467 2.2081
H 1.2045 0.0404 -1.6351
H -0.6703 2.2778 -1.8942
H -1.9116 2.0047 -0.7472
*
```

**Structure (SMILES)**: [NH2+]=C1NC[C@H](I)O1
**Kohn-Sham gap**: 9.9 eV
**LUMO energy**: -3.6 eV

***

Entry ii
ORCA calculation (ωB97M-V/def2-TZVPD) on a gas-phase ion, C3H6IN2O (charge +1).

Geometry as ORCA input:
```
! RIJCOSX wB97M-V def2-TZVPD def2/J DEFGRID3
* xyz 1 1
C -0.0965 0.0626 -0.7816
C 1.0743 -1.9814 -0.2572
C 0.2025 1.5950 1.2947
N -0.4237 0.9889 0.3144
N 0.5526 -1.0660 -1.0414
O -1.7227 1.3739 0.2510
I -0.8632 2.6404 2.7097
H -0.6650 0.4350 -1.5811
H 0.9921 -1.9902 0.7538
H 1.5903 -2.8493 -0.6774
H 1.2747 1.2084 1.5603
H 0.2671 -1.2875 -2.0127
H -2.1825 0.8702 -0.5325
*
```

**Kohn-Sham gap (spin up / spin down)**: 7.2 / 7.2 eV
**LUMO energy (spin up / spin down)**: -4.9 / -4.9 eV

***

Most stable: entry i